# 1
Density functional theory data (ωB97M-V with the def2-TZVPD basis set) for one molecule with the formula C30H33N3O5.

Geometry as ORCA input:
```
! RIJCOSX wB97M-V def2-TZVPD def2/J DEFGRID3
* xyz 0 1
C -2.28 -5.62 -0.49
C -1.82 -4.55 -1.45
O -2.12 -4.59 -2.62
C -0.99 -3.45 -0.90
C -0.62 -3.37 0.44
C 0.15 -2.31 0.89
C 0.58 -1.33 0.00
N 1.32 -0.23 0.48
C 2.46 -0.35 1.21
O 2.97 0.62 1.77
C 3.12 -1.66 1.27
C 4.09 -2.07 2.15
C 4.46 -3.37 1.74
C 3.70 -3.65 0.65
O 2.88 -2.63 0.36
C 0.80 1.12 0.23
C 1.63 1.68 -0.94
O 1.34 1.55 -2.11
N 2.75 2.30 -0.51
C 3.82 2.69 -1.41
C 4.92 1.62 -1.43
C 5.67 1.87 -0.13
C 5.64 3.40 0.06
C 4.53 3.93 -0.87
C -0.70 1.08 0.09
C -1.38 1.38 -1.09
C -2.76 1.28 -1.15
C -3.52 0.89 -0.04
N -4.89 0.74 -0.16
C -5.68 0.18 0.92
C -6.18 1.28 1.86
O -6.93 2.24 1.15
C -6.18 2.80 0.09
C -5.68 1.72 -0.88
C -2.82 0.60 1.14
C -1.45 0.70 1.19
C 0.21 -1.40 -1.34
C -0.57 -2.45 -1.78
H -2.88 -5.18 0.30
H -2.87 -6.35 -1.03
H -1.42 -6.11 -0.04
H -0.94 -4.11 1.15
H 0.42 -2.24 1.93
H 4.48 -1.49 2.96
H 5.20 -4.00 2.20
H 3.65 -4.51 0.02
H 1.05 1.70 1.13
H 3.00 2.20 0.46
H 3.36 2.84 -2.39
H 4.51 0.61 -1.50
H 5.57 1.80 -2.29
H 6.69 1.48 -0.16
H 5.15 1.38 0.70
H 6.60 3.84 -0.21
H 5.45 3.66 1.10
H 3.84 4.58 -0.35
H 4.96 4.48 -1.70
H -0.84 1.67 -1.97
H -3.24 1.49 -2.09
H -5.11 -0.58 1.46
H -6.55 -0.31 0.46
H -6.85 0.88 2.63
H -5.32 1.78 2.35
H -6.85 3.50 -0.41
H -5.32 3.34 0.50
H -5.09 2.19 -1.67
H -6.53 1.21 -1.33
H -3.34 0.31 2.04
H -0.94 0.47 2.12
H 0.54 -0.63 -2.02
H -0.86 -2.52 -2.81
*
```

As for the HOMO-LUMO gap: 7.8 eV. The value obtained for the energy above the lowest of the compared OMol25 structures with the same formula, charge and spin is 12.5 kJ/mol. For the LUMO energy, the calculation gives 0.14 eV. As for the structure (SMILES): CC(=O)c1ccc(N(C(=O)c2ccco2)[C@@H](C(=O)NC2CCCC2)c2ccc(N3CCOCC3)cc2)cc1.

Atom charges from the Mulliken analysis, given in e for atoms 1 to 2: C -1.4384; C 1.0158

***

# 2
Density functional theory data (ωB97M-V with the def2-TZVPD basis set) for one molecule with the formula C4H8O2.

Geometry as ORCA input:
```
! RIJCOSX wB97M-V def2-TZVPD def2/J DEFGRID3
* xyz 0 1
C 2.03 -0.50 -0.49
O 1.19 0.07 0.49
C 0.02 0.49 -0.10
C -1.16 -0.38 -0.37
C -1.22 0.85 0.61
O -1.55 0.48 1.91
H 2.97 -0.75 0.01
H 1.57 -1.41 -0.91
H 2.21 0.22 -1.30
H 0.15 1.20 -0.93
H -1.53 -0.54 -1.38
H -1.14 -1.32 0.20
H -1.48 1.91 0.46
H -2.07 -0.31 1.81
*
```

As for the HOMO-LUMO gap: 10.5 eV. The value obtained for the energy above the lowest of the compared OMol25 structures with the same formula, charge and spin is 292.9 kJ/mol. For the LUMO energy, the calculation gives 1.03 eV. As for the structure (SMILES): CO[C@H]1C[C@H]1O.

Atom charges from the Mulliken analysis, given in e for atoms 1 to 2: C -0.6940; O -0.3699

***

# 3
Density functional theory data (ωB97M-V with the def2-TZVPD basis set) for one molecule with the formula C11H19N3O3.

Geometry as ORCA input:
```
! RIJCOSX wB97M-V def2-TZVPD def2/J DEFGRID3
* xyz 0 1
C 1.28 -1.01 -2.71
C 0.67 0.29 -3.23
C -0.53 0.76 -2.40
C -0.12 1.20 -1.00
C -1.31 1.69 -0.16
C -2.25 0.59 0.33
C -1.80 0.36 1.79
C -0.82 -0.79 1.88
C -1.38 -2.17 2.09
N 0.40 -0.48 1.73
N 1.40 -1.37 1.76
C 2.71 -0.96 1.55
N 2.84 0.36 1.31
O 3.61 -1.78 1.56
O -1.18 1.57 2.20
C -0.77 2.29 1.14
O -0.08 3.26 1.25
H 2.05 -1.35 -3.39
H 1.73 -0.87 -1.73
H 0.52 -1.79 -2.64
H 0.33 0.13 -4.26
H 1.43 1.07 -3.24
H -1.00 1.60 -2.91
H -1.26 -0.04 -2.34
H 0.60 2.02 -1.07
H 0.36 0.37 -0.47
H -1.83 2.47 -0.71
H -3.29 0.94 0.31
H -2.17 -0.32 -0.25
H -2.64 0.18 2.47
H -2.46 -2.17 1.97
H -0.95 -2.87 1.38
H -1.15 -2.52 3.10
H 1.25 -2.36 1.93
H 2.06 0.96 1.47
H 3.77 0.74 1.27
*
```

As for the HOMO-LUMO gap: 9.7 eV. The value obtained for the energy above the lowest of the compared OMol25 structures with the same formula, charge and spin is 4.2 kJ/mol. For the LUMO energy, the calculation gives 0.51 eV. As for the structure (SMILES): CCCC[C@H]1C[C@@H](/C(C)=N/NC(N)=O)OC1=O.

Atom charges from the Mulliken analysis, given in e for atoms 1 to 2: C -1.0252; C -0.5370

***

# 4
Density functional theory data (ωB97M-V with the def2-TZVPD basis set) for one molecule with the formula C5H6S3.

Geometry as ORCA input:
```
! RIJCOSX wB97M-V def2-TZVPD def2/J DEFGRID3
* xyz 0 1
C 0.26 2.46 -0.43
C 0.17 1.18 -0.85
C 1.19 0.15 -0.85
S 1.06 -0.96 0.59
C -0.60 -1.49 0.37
S -1.57 -1.66 -0.93
C -1.14 -2.05 1.61
S -0.97 -1.45 3.10
H -0.59 3.05 -0.31
H 1.23 2.91 -0.03
H -0.78 0.85 -1.16
H 2.22 0.51 -0.80
H 1.13 -0.52 -1.76
H -1.62 -2.99 1.45
*
```

As for the HOMO-LUMO gap: 7.3 eV. The value obtained for the energy above the lowest of the compared OMol25 structures with the same formula, charge and spin is 198.5 kJ/mol. For the LUMO energy, the calculation gives -1.56 eV. As for the structure (SMILES): C=CCSC(=S)C=S.

Atom charges from the Mulliken analysis, given in e for atoms 1 to 2: C -0.8243; C 0.0672

***

# 5
Density functional theory data (ωB97M-V with the def2-TZVPD basis set) for one molecule with the formula C5H10N2O.

Geometry as ORCA input:
```
! RIJCOSX wB97M-V def2-TZVPD def2/J DEFGRID3
* xyz 0 1
C -1.62 -1.29 -0.79
C -0.89 -1.03 0.54
C 0.59 -0.78 0.74
C 1.52 -0.61 -0.52
N 2.46 0.49 -0.23
N -0.40 0.23 0.90
C -0.55 1.39 0.15
O -1.54 1.83 -0.34
H -2.63 -0.87 -0.73
H -1.91 -2.35 -0.77
H -1.05 -1.02 -1.63
H -1.45 -1.64 1.34
H 1.02 -0.90 1.71
H 2.17 -1.51 -0.88
H 0.91 -0.39 -1.46
H 3.09 0.90 -1.01
H 3.09 0.11 0.49
H 0.39 1.90 0.25
*
```

As for the HOMO-LUMO gap: 10.1 eV. The value obtained for the energy above the lowest of the compared OMol25 structures with the same formula, charge and spin is 247.4 kJ/mol. For the LUMO energy, the calculation gives 0.90 eV. As for the structure (SMILES): C[C@H]1[C@@H](CN)N1C=O.

Atom charges from the Mulliken analysis, given in e for atoms 1 to 2: C -1.2595; C 0.0123

***

# 6
Density functional theory data (ωB97M-V with the def2-TZVPD basis set) for C19H24ClNO10V as an isolated structure.

Geometry as ORCA input:
```
! RIJCOSX wB97M-V def2-TZVPD def2/J DEFGRID3
* xyz 1 1
C 0.97 -4.56 0.53
C 0.43 -4.51 -0.93
C -0.84 -3.63 -1.14
Cl -2.11 -3.85 0.12
C -0.42 -2.17 -1.29
C 0.01 -1.73 -2.48
O 0.13 -2.51 -3.63
C -1.04 -2.59 -4.24
N -1.98 -2.94 -4.79
C 0.41 -0.27 -2.62
O 1.17 0.04 -3.48
C -0.20 0.74 -1.65
C -0.29 2.17 -2.14
O 0.79 3.03 -1.82
C 1.90 2.40 -1.24
O 2.87 3.43 -1.12
C 3.73 3.15 -0.02
C 4.45 1.79 -0.13
O 5.69 1.83 0.58
C -0.64 0.31 -0.44
C -1.27 1.30 0.51
C -1.07 0.99 2.02
C -2.09 -0.04 2.62
C -3.06 0.59 3.65
O -2.50 0.40 4.97
C -1.74 1.49 5.36
O -0.56 1.42 5.32
C -0.44 -1.17 -0.13
O -0.26 -1.60 0.96
H 1.09 -5.61 0.85
H 0.32 -4.06 1.26
H 1.98 -4.14 0.56
H 1.22 -4.06 -1.55
H 0.20 -5.51 -1.33
H -1.30 -3.95 -2.09
H -1.21 2.61 -1.69
H -0.48 2.14 -3.23
H 1.71 2.04 -0.21
H 2.36 1.62 -1.88
H 3.17 3.16 0.94
H 4.50 3.93 0.08
H 3.86 0.95 0.28
H 4.68 1.51 -1.18
H 6.03 0.93 0.63
H -0.93 2.33 0.33
H -2.37 1.30 0.30
H -0.03 0.75 2.29
H -1.28 1.94 2.55
H -1.48 -0.76 3.19
H -2.60 -0.63 1.84
H -3.26 1.66 3.45
H -3.99 0.00 3.66
H -2.29 2.37 5.73
O -4.51 1.70 -4.27
V -4.02 2.02 -2.70
O -3.42 2.28 -1.13
*
```

As for the HOMO-LUMO gap: 2.6 eV. For the LUMO energy, the calculation gives -9.98 eV.

Atom charges from the Mulliken analysis, given in e for atoms 1 to 2: C -1.0612; C -0.5209

***

# 7
Density functional theory data (ωB97M-V with the def2-TZVPD basis set) for a 2-piece molecular cluster, C4H6O4 overall.

Geometry as ORCA input:
```
! RIJCOSX wB97M-V def2-TZVPD def2/J DEFGRID3
* xyz 0 1
C 0.05 1.94 -0.15
C -0.28 0.69 -0.51
O -1.53 0.20 -0.46
C 0.68 0.03 -1.50
O 1.87 0.15 -1.49
H -0.67 2.61 0.28
H 1.05 2.30 -0.32
H -1.41 -0.86 -0.47
H 0.16 -0.70 -2.14
O -0.40 -1.99 0.28
C 0.30 -1.51 1.16
O -0.12 -0.67 2.09
H 1.26 -1.96 1.46
H -0.93 -0.21 1.78
*
```

As for the HOMO-LUMO gap: 9.9 eV. The value obtained for the energy above the lowest of the compared OMol25 structures with the same formula, charge and spin is 239.5 kJ/mol. For the LUMO energy, the calculation gives 0.39 eV. As for the structure (SMILES): C=C(O)C=O.O=CO.

Atom charges from the Mulliken analysis, given in e for atoms 1 to 2: C -0.8100; C 0.3561

***

# 8
Density functional theory data (ωB97M-V with the def2-TZVPD basis set) for an isolated ion of composition C11H15N2 and charge +1.

Geometry as ORCA input:
```
! RIJCOSX wB97M-V def2-TZVPD def2/J DEFGRID3
* xyz 1 1
C 2.49 2.29 0.75
C 2.56 0.99 1.27
C 1.40 2.65 -0.10
C 1.41 0.26 1.45
C 0.30 1.80 -0.15
C 0.29 0.62 0.73
C -1.48 -2.42 -0.63
C -1.98 -2.24 0.76
C -1.16 -1.23 1.53
C -0.92 2.14 -0.92
C 0.34 -1.44 -2.13
N -0.79 -0.19 0.59
N -0.53 -1.67 -1.00
H 3.39 3.00 0.80
H 3.51 0.70 1.75
H 1.21 3.52 -0.72
H 1.24 -0.66 1.90
H -1.91 -3.14 -1.25
H -2.98 -2.02 0.65
H -2.25 -3.17 1.20
H -1.76 -0.55 2.29
H -0.23 -1.58 1.99
H -1.15 3.11 -1.05
H -0.75 1.92 -1.93
H -1.81 1.51 -0.62
H 0.64 -0.36 -2.02
H -0.15 -1.70 -3.11
H 1.07 -2.12 -2.05
*
```

As for the HOMO-LUMO gap (alpha / beta): 7.1 / 7.1 eV. The value obtained for the energy above the lowest of the compared OMol25 structures with the same formula, charge and spin is 394.8 kJ/mol. For the LUMO energy (alpha / beta), the calculation gives -5.52 / -5.52 eV.

Atom charges from the Mulliken analysis, given in e for atoms 1 to 2: C -0.3993; C -0.7923

***

# 9
Density functional theory data (ωB97M-V with the def2-TZVPD basis set) for one molecule with the formula C5H10O.

Geometry as ORCA input:
```
! RIJCOSX wB97M-V def2-TZVPD def2/J DEFGRID3
* xyz 0 1
C 1.88 0.71 0.44
C 1.14 0.05 -0.75
C -0.31 -0.16 -0.50
C -0.88 -1.45 0.02
C -1.99 1.06 0.27
O -1.08 0.89 -0.73
H 1.83 0.07 1.33
H 1.44 1.68 0.68
H 2.93 0.87 0.19
H 1.61 -0.91 -0.97
H 1.23 0.71 -1.62
H -1.94 -1.51 -0.25
H -0.32 -2.27 -0.45
H -0.83 -1.63 1.11
H -1.67 0.69 1.23
H -3.03 1.21 0.00
*
```

As for the HOMO-LUMO gap (alpha / beta): 7.6 / 8.5 eV. The value obtained for the energy above the lowest of the compared OMol25 structures with the same formula, charge and spin is 365.9 kJ/mol. For the LUMO energy (alpha / beta), the calculation gives 0.80 / 0.91 eV.

Atom charges from the Mulliken analysis, given in e for atoms 1 to 2: C -1.0886; C -0.5470

***

# 10
Density functional theory data (ωB97M-V with the def2-TZVPD basis set) for a 2-piece molecular cluster, C12H19NO2 overall.

Geometry as ORCA input:
```
! RIJCOSX wB97M-V def2-TZVPD def2/J DEFGRID3
* xyz 0 1
C -0.56 1.51 -2.31
C 0.66 0.47 -2.15
N 1.18 -0.31 -3.25
C 0.30 -0.94 -4.20
C 2.25 -1.05 -2.76
C 3.46 -0.44 -1.99
O 2.62 -2.15 -3.15
H -0.24 2.26 -3.00
H -0.51 2.01 -1.38
H -1.42 1.02 -2.96
H 1.41 1.27 -2.01
H 0.43 -0.09 -1.24
H 0.43 -2.01 -4.42
H -0.73 -0.71 -4.00
H 0.42 -0.59 -5.22
H 4.33 -0.38 -2.66
H 3.30 0.64 -1.86
H 3.74 -0.97 -1.10
C -0.99 0.05 5.56
C -1.14 0.15 4.05
C -0.08 0.07 3.13
C -0.31 -0.02 1.77
C -1.63 0.06 1.31
O -1.98 -0.25 0.03
C -2.67 0.34 2.17
C -2.42 0.37 3.54
H -0.28 -0.67 5.94
H -1.93 -0.50 5.91
H -0.94 1.03 6.07
H 0.92 -0.03 3.54
H 0.48 0.01 1.04
H -1.19 -0.57 -0.42
H -3.68 0.19 1.77
H -3.25 0.20 4.22
*
```

As for the HOMO-LUMO gap: 9.1 eV. The value obtained for the energy above the lowest of the compared OMol25 structures with the same formula, charge and spin is 233.1 kJ/mol. For the LUMO energy, the calculation gives 0.65 eV. As for the structure (SMILES): CCN(C)C(C)=O.Cc1ccc(O)cc1.

Atom charges from the Mulliken analysis, given in e for atoms 1 to 2: C -1.2705; C -0.7076

***

# 11
Density functional theory data (ωB97M-V with the def2-TZVPD basis set) for a 2-piece molecular cluster, C3H7N2O2 overall.

Geometry as ORCA input:
```
! RIJCOSX wB97M-V def2-TZVPD def2/J DEFGRID3
* xyz 0 2
O -1.03 0.91 2.04
C 0.17 1.32 2.09
O 0.71 2.10 2.84
H 0.81 0.85 1.26
C 0.53 -0.40 -1.00
C -0.77 -0.70 -0.78
N -1.62 0.21 -0.30
N 1.41 -1.38 -1.50
H 0.91 0.60 -0.75
H -1.13 -1.68 -1.09
H -1.50 0.54 0.78
H -2.55 0.23 -0.69
H 2.01 -1.69 -0.74
H 2.04 -0.91 -2.15
*
```

As for the HOMO-LUMO gap (alpha / beta): 9.2 / 5.5 eV. The value obtained for the energy above the lowest of the compared OMol25 structures with the same formula, charge and spin is 112.0 kJ/mol. Its expectation value of S² is 0.769. For the LUMO energy (alpha / beta), the calculation gives 0.34 / -3.23 eV.

Atom charges from the Mulliken analysis, given in e for atoms 1 to 2: O -0.6731; C 0.4178

***

# 12
Density functional theory data (ωB97M-V with the def2-TZVPD basis set) for C5H13N3O2 as an isolated structure.

Geometry as ORCA input:
```
! RIJCOSX wB97M-V def2-TZVPD def2/J DEFGRID3
* xyz 0 1
C 1.61 1.27 -0.61
C -1.28 1.36 -0.80
C -0.55 0.86 0.43
N -1.26 1.17 1.64
N 0.80 0.97 0.55
H -0.60 1.36 2.38
H -1.84 0.38 1.91
H 1.48 2.34 -0.84
H 2.66 1.10 -0.36
H 1.37 0.69 -1.50
H -2.31 1.01 -0.78
H -0.82 1.04 -1.73
H -1.30 2.46 -0.78
C -0.57 -1.65 -1.07
N 0.93 -1.07 0.86
C -0.54 -1.17 0.37
O 1.90 -1.98 0.38
O -1.36 -1.61 1.19
H 2.48 -2.17 1.14
H 0.94 -0.99 1.88
H 0.18 -1.17 -1.70
H -1.56 -1.46 -1.48
H -0.39 -2.73 -1.08
*
```

As for the HOMO-LUMO gap: 7.1 eV. The value obtained for the energy above the lowest of the compared OMol25 structures with the same formula, charge and spin is 588.6 kJ/mol. For the LUMO energy, the calculation gives -0.38 eV.

Atom charges from the Mulliken analysis, given in e for atoms 1 to 2: C -0.7698; C -1.4247

***

Here are the calculated max |F| numbers, same order: 1.24, 1.15, 0.93, 3.20, 3.14, 3.58, 2.89, 4.48, 1.79, 4.82, 1.83, 2.34 (eV/Å).
Here are the calculated electronic energy numbers, same order: -1703.465084, -307.600852, -820.571889, -1388.600170, -381.191226, -2949.034954, -456.929687, -537.262169, -271.613256, -673.795443, -378.394564, -512.871101 (Eh).